# 1
ORCA calculation (ωB97M-V/def2-TZVPD) on a 2-piece molecular cluster, C4H8Si overall at a distorted geometry.

Properties
Calculated total energy = -12151.153 eV
M = 84.2 g/mol
HOMO = -9.0 eV
Relative energy (zero: lowest compared OMol25 entry of this formula, charge and spin) = 288.0 kJ/mol
Multiplicity = 1

Each line ends with the natural charge from an NBO analysis.
Geometry (Å):
Si 0.4716 0.6846 -0.1181  1.070
C -2.9864 0.1607 -0.1454  -0.473
C 2.0420 0.1112 0.7347  -0.810
C 1.8065 -0.5156 -0.6658  -0.820
C -1.8861 -0.3643 0.3220  -0.336
H 1.6053 -1.5773 -0.6602  0.239
H 2.8860 0.7842 0.8090  0.237
H 2.5201 -0.2577 -1.4400  0.234
H -3.9601 -0.2806 0.0570  0.199
H 0.3011 2.0308 -0.6384  -0.160
H -1.8154 -1.2441 0.9363  0.180
H 2.0173 -0.5783 1.5661  0.239
H -3.0018 1.0465 -0.7572  0.199

***

# 2
ORCA calculation (ωB97M-V/def2-TZVPD) on one molecule with the formula C4H8Si at a distorted geometry.

Properties
Structure (SMILES) = C1=C[SiH2]CC1
Calculated total energy = -12152.794 eV
M = 84.2 g/mol
HOMO = -9.0 eV
Relative energy (zero: lowest compared OMol25 entry of this formula, charge and spin) = 129.6 kJ/mol
Multiplicity = 1

Each line ends with the natural charge from an NBO analysis.
Geometry (Å):
Si -0.7095 -0.6178 -1.3879  0.961
C 0.1133 -0.4797 1.2684  -0.169
C -0.4411 -1.3149 0.4113  -0.613
C 0.6722 0.8388 0.8106  -0.485
C 0.0929 1.2413 -0.4737  -0.705
H -0.8371 1.8987 -0.4163  0.231
H 0.2457 -0.8703 2.2769  0.206
H -1.9506 -0.3093 -2.0640  -0.161
H -0.6778 -2.4191 0.7743  0.223
H 1.8487 0.6363 0.7634  0.215
H 0.7687 1.3756 -1.3929  0.233
H 0.2421 -1.5609 -2.1616  -0.160
H 0.6325 1.5812 1.5915  0.223

***

# 3
ORCA calculation (ωB97M-V/def2-TZVPD) on a 2-piece molecular cluster, C4H9BO2S overall at a distorted geometry.

Properties
Calculated total energy = -19899.610 eV
M = 132.0 g/mol
HOMO = -7.8 eV
Relative energy (zero: lowest compared OMol25 entry of this formula, charge and spin) = 273.3 kJ/mol
Multiplicity = 1

Each line ends with the natural charge from an NBO analysis.
Geometry (Å):
S -1.2622 0.9610 -1.8190  -0.026
O 2.6786 -1.0088 -0.4077  -0.901
O 1.6360 -0.1100 -2.2970  -0.938
C 0.1522 -0.6912 1.6991  -0.675
C -2.3645 0.9160 0.6954  -0.645
C -1.2199 0.3761 -0.1952  -0.253
C -0.2288 -0.2376 0.3131  -0.103
B 1.6474 -0.5797 -1.0510  1.065
H -2.5072 0.2175 1.5534  0.213
H -3.2988 0.8507 0.1583  0.223
H -0.2207 -1.7146 1.9204  0.219
H 2.5251 0.0663 -2.7124  0.497
H -0.3026 0.0479 2.3430  0.208
H -1.9986 1.8946 1.0072  0.227
H 0.0973 0.7341 -2.1309  0.179
H 1.2068 -0.6743 1.8444  0.226
H 3.4597 -1.0481 -0.9210  0.484

***

# 4
ORCA calculation (ωB97M-V/def2-TZVPD) on a 2-piece molecular cluster, C4H9BrN2 overall at a distorted geometry.

Properties
Calculated total energy = -77310.641 eV
M = 165.0 g/mol
HOMO (spin up / spin down) = -7.9 / -7.9 eV
Relative energy (zero: lowest compared OMol25 entry of this formula, charge and spin) = 369.5 kJ/mol
Multiplicity = 1

Each line ends with the natural charge from an NBO analysis.
Geometry (Å):
Br 2.6171 -0.3462 -0.0640  0.133
N -0.0474 -0.1217 -0.3114  -0.158
N -0.1506 1.0997 -0.5011  -0.189
C -0.7000 -1.1718 0.0660  -0.015
C 2.4323 1.3944 -0.6022  -0.474
C 0.0641 -2.5898 0.1567  -0.647
C -1.0392 1.8271 0.3775  -0.469
H -0.2789 -3.1894 0.9737  0.210
H 2.5094 1.4652 -1.6876  0.191
H -2.0790 1.4801 0.3601  0.207
H -0.2566 -3.2522 -0.7897  0.216
H -0.7763 1.7968 1.4165  0.192
H -0.8118 2.9220 0.1144  0.214
H -1.7576 -1.3557 0.3744  0.178
H 1.2048 -2.4764 0.2967  0.221
H 2.8853 2.1865 -0.0137  0.192

***

# 5
ORCA calculation (ωB97M-V/def2-TZVPD) on a 2-piece molecular cluster, C4H9Cl overall at a distorted geometry.

Properties
Structure (SMILES) = C=CCCl.C
Calculated total energy = -16814.715 eV
M = 92.6 g/mol
HOMO = -9.9 eV
Relative energy (zero: lowest compared OMol25 entry of this formula, charge and spin) = 196.2 kJ/mol
Multiplicity = 1

Each line ends with the natural charge from an NBO analysis.
Geometry (Å):
Cl 2.9052 -0.1610 0.1476  -0.092
C -1.9511 -1.9948 -0.0047  -0.859
C 0.7526 2.3422 0.7200  -0.362
C 0.4771 1.1154 0.1972  -0.206
C 1.3888 0.3491 -0.6635  -0.406
H -0.0344 2.7948 1.2389  0.207
H 1.8151 0.9067 -1.4266  0.227
H -1.5278 -1.4418 0.8738  0.216
H -3.0126 -1.9834 -0.2924  0.227
H -0.3801 0.4989 0.3444  0.200
H -1.2910 -1.6883 -0.8251  0.203
H 1.6831 2.8419 0.3171  0.209
H 0.8440 -0.5977 -0.7949  0.222
H -1.6688 -2.9819 0.1683  0.214

***

# 6
ORCA calculation (ωB97M-V/def2-TZVPD) on C4H9Cl7HgO as an isolated structure at a distorted geometry.

Properties
Calculated total energy = -98165.831 eV
M = 521.9 g/mol
HOMO = -8.5 eV
Relative energy (zero: lowest compared OMol25 entry of this formula, charge and spin) = 620.3 kJ/mol
Multiplicity = 1

Each line ends with the natural charge from an NBO analysis.
Geometry (Å):
Hg 0.9150 -1.4635 -2.0144  0.527
Cl 4.8657 3.1643 -5.1144  0.004
Cl 0.9431 0.6513 1.9891  -0.007
Cl -2.6663 -5.4309 3.4309  -0.045
Cl 3.9419 -3.4950 -1.1261  -0.458
Cl -1.2535 1.1553 3.9473  -0.053
Cl -0.9802 -4.2243 1.3086  -0.044
Cl 2.9547 2.5972 -3.0826  -0.041
O -2.4990 0.0509 -2.3307  -0.363
C -1.3338 -4.2811 3.0871  -0.367
C 3.8265 3.8762 -3.9574  -0.415
C -3.7720 0.2970 -1.7931  -0.314
C 0.4800 1.4113 3.4982  -0.389
H -4.4635 0.7418 -2.5088  0.240
H -0.4623 -4.6137 3.6510  0.229
H 3.0867 4.4720 -4.4920  0.225
H -1.7763 -3.3422 3.4197  0.226
H -3.6902 1.0410 -1.0008  0.194
H -4.2985 -0.5504 -1.3539  0.174
H 0.6307 2.4898 3.4514  0.224
H 4.4908 4.4666 -3.3262  0.228
H 1.0605 0.9863 4.3170  0.224

***

# 7
ORCA calculation (ωB97M-V/def2-TZVPD) on C4H9ClN2S as an isolated structure at a distorted geometry.

Properties
Calculated total energy = -30625.310 eV
M = 152.7 g/mol
HOMO = -8.9 eV
Relative energy (zero: lowest compared OMol25 entry of this formula, charge and spin) = 563.6 kJ/mol
Multiplicity = 1

Each line ends with the natural charge from an NBO analysis.
Geometry (Å):
Cl -1.2376 -1.3972 -3.6238  -0.173
S -1.2710 0.7129 0.0260  0.481
N 1.4936 0.4476 2.2440  -0.456
N 0.3779 1.1387 0.2163  -0.829
C 1.1275 1.3535 1.3814  0.229
C -0.6467 -0.1216 -2.2328  -0.313
C 0.7388 -0.8748 2.1379  -0.504
C -1.2118 -0.6130 -1.0589  -0.709
H -1.0495 1.0803 -2.5229  0.235
H 0.0980 -0.6874 3.4470  0.225
H 1.6715 -1.9099 2.1551  0.242
H 0.6472 1.7533 -0.5302  0.393
H -0.1439 -0.7308 1.1275  0.180
H 0.5033 -0.0027 -2.4893  0.259
H -2.2487 -1.0871 -1.1425  0.293
H -0.6537 -1.4094 -0.4999  0.260
H 1.8051 2.3478 1.3650  0.186

***

# 8
ORCA calculation (ωB97M-V/def2-TZVPD) on a 2-piece molecular cluster, C4H9ClNOP overall at a distorted geometry.

Properties
Calculated total energy = -29640.951 eV
M = 153.5 g/mol
HOMO = -7.6 eV
Relative energy (zero: lowest compared OMol25 entry of this formula, charge and spin) = 202.2 kJ/mol
Multiplicity = 1

Each line ends with the natural charge from an NBO analysis.
Geometry (Å):
Cl -3.4994 0.6633 -1.4016  -0.056
P -1.4776 -1.1251 0.5334  1.285
O -0.2841 -0.6731 1.4526  -0.821
N -0.3136 -1.7862 -0.5403  -0.947
C 1.3172 1.0443 0.7808  -0.626
C 0.8971 -1.0657 -0.5750  -0.236
C 1.0023 -0.4240 0.8656  0.101
C -2.0625 1.1124 -0.5618  -0.687
H 1.6486 -0.9775 1.4719  0.190
H -1.2559 1.2647 -1.2218  0.174
H -0.6387 -2.1973 -1.3780  0.399
H -2.1206 1.9226 0.1394  0.196
H 1.0583 1.6270 1.7350  0.225
H 0.6600 1.4793 0.0638  0.213
H 1.7869 -1.8444 -0.7942  0.197
H 2.2820 1.2053 0.6512  0.214
H 1.0003 -0.2255 -1.2210  0.182

***

# 9
ORCA calculation (ωB97M-V/def2-TZVPD) on a 2-piece molecular cluster, C4H9ClOSi overall at a distorted geometry.

Properties
Calculated total energy = -26735.167 eV
M = 136.7 g/mol
HOMO = -9.0 eV
Relative energy (zero: lowest compared OMol25 entry of this formula, charge and spin) = 814.6 kJ/mol
Multiplicity = 1

Each line ends with the natural charge from an NBO analysis.
Geometry (Å):
Cl -3.2751 -2.0609 -0.7351  -0.286
Si 0.4569 0.3393 -0.5032  2.111
O 0.0717 -1.0974 -0.1636  -1.161
C -2.0203 -1.1337 0.6272  0.240
C 0.4591 1.7684 -1.7570  -1.193
C 1.6568 1.3973 0.5665  -1.181
C -1.4409 -2.3600 1.4226  -0.843
H -0.7594 -1.9257 2.0489  0.223
H 1.5597 1.8918 -2.0412  0.256
H -1.3106 -2.9133 0.4052  0.312
H 2.1082 1.9305 -0.2483  0.226
H 2.5652 0.7834 0.9582  0.252
H 0.3581 2.7213 -1.2441  0.263
H -2.1146 -3.3399 2.0303  0.255
H 0.1558 1.9783 -2.7741  0.261
H 1.5295 2.0207 1.4078  0.265

***

# 10
ORCA calculation (ωB97M-V/def2-TZVPD) on one molecule with the formula C4H9ClS at a distorted geometry.

Properties
Structure (SMILES) = CC[C@H](Cl)CS
Calculated total energy = -27651.302 eV
M = 124.6 g/mol
HOMO = -9.2 eV
Relative energy (zero: lowest compared OMol25 entry of this formula, charge and spin) = 57.1 kJ/mol
Multiplicity = 1

Each line ends with the natural charge from an NBO analysis.
Geometry (Å):
Cl 0.5820 1.4647 0.1130  -0.063
S -2.4720 -0.1378 -0.2095  -0.046
C -0.9189 -0.8673 0.3618  -0.521
C 1.4317 -1.0987 0.2005  -0.420
C 2.7970 -0.4874 -0.2140  -0.628
C 0.2688 -0.2466 -0.3035  -0.186
H 2.8119 0.0501 -1.1818  0.215
H -2.4881 0.5794 0.9417  0.137
H 3.6122 -1.2106 -0.2064  0.211
H 1.3553 -1.2280 1.2678  0.207
H 3.2075 0.3145 0.4100  0.221
H -1.0268 -1.8562 0.1422  0.222
H -0.7547 -0.7400 1.3998  0.220
H 1.3287 -2.1111 -0.2054  0.212
H 0.1408 -0.2929 -1.4052  0.219

***

# 11
ORCA calculation (ωB97M-V/def2-TZVPD) on a 2-piece molecular cluster, C4H9F2N overall at a distorted geometry.

Properties
Calculated total energy = -11215.154 eV
M = 109.1 g/mol
HOMO (spin up / spin down) = -9.8 / -7.3 eV
Relative energy (zero: lowest compared OMol25 entry of this formula, charge and spin) = 357.8 kJ/mol
Multiplicity = 1

Each line ends with the natural charge from an NBO analysis.
Geometry (Å):
F 1.6906 0.2154 1.3308  -0.366
F 2.0215 0.2901 -0.8152  -0.363
N -0.0340 2.0401 0.0237  -0.764
C 1.0567 -0.1407 0.1110  0.636
C 0.8208 -1.6640 -0.1489  -0.671
C -1.4819 0.1449 0.6426  -0.677
C -0.2342 0.6576 0.0119  0.177
H 0.0899 -2.0988 0.5675  0.220
H 0.8596 2.2552 -0.3135  0.390
H -0.7539 2.6191 -0.2835  0.385
H -0.7212 -0.3821 -2.2740  -0.125
H -1.9871 0.8884 1.1200  0.219
H 0.3362 -1.6709 -1.0956  0.245
H 1.7206 -2.2827 -0.1793  0.237
H -2.2203 -0.2636 -0.0600  0.236
H -1.1632 -0.6080 1.3628  0.224

***

# 12
ORCA calculation (ωB97M-V/def2-TZVPD) on one molecule with the formula C4H9F2NO2 at a distorted geometry.

Properties
Structure (SMILES) = C[C@H](O)[C@@](C)(O)N(F)F
Calculated total energy = -15308.650 eV
M = 141.1 g/mol
HOMO = -9.7 eV
Relative energy (zero: lowest compared OMol25 entry of this formula, charge and spin) = 368.2 kJ/mol
Multiplicity = 1

Each line ends with the natural charge from an NBO analysis.
Geometry (Å):
F -2.8907 0.3434 -0.1345  -0.279
F -2.2448 2.4260 -0.2609  -0.213
O -0.6480 0.8623 -1.8346  -0.729
O 0.6179 -1.2992 -1.1820  -0.727
N -1.8151 1.2486 0.2667  0.276
C -0.1816 -0.9517 -0.1341  0.154
C -0.6251 0.8367 -0.4225  0.313
C 0.5275 -1.1149 1.1943  -0.660
C 0.4718 1.7044 0.2515  -0.662
H 0.2178 2.7378 0.0906  0.235
H 1.5918 -1.3983 -0.9720  0.494
H 1.3985 1.6162 -0.2682  0.219
H 0.1201 -0.2403 1.7784  0.236
H 0.1621 -2.1065 1.4638  0.232
H 0.7577 1.4290 1.1990  0.215
H -0.2641 0.0004 -2.1703  0.503
H -1.1102 -1.4311 -0.2535  0.191
H 1.5410 -1.1172 1.0759  0.200